# 1
This record from the OMol25 dataset describes a structure of composition C32H39Cl3O2PPdSi2Te at a distorted geometry. The level of theory is ωB97M-V/def2-TZVPD.

Its relative energy (zero: lowest compared OMol25 entry of this formula, charge and spin) is 1.7445 eV. The calculation puts the HOMO energy (alpha / beta) at -10.8422 / -10.3736 eV. The calculation puts the LUMO energy (alpha / beta) at -4.34 / -5.36 eV.

Structure (ORCA input):
```
! RIJCOSX wB97M-V def2-TZVPD def2/J DEFGRID3
* xyz 1 1
Pd 0.18250 -0.50950 -0.12148
Cl 6.42411 -1.01809 3.16037
C 4.80905 -1.28901 2.62693
C 4.56109 -1.43826 1.26677
C 3.27554 -1.68763 0.86729
Cl 2.87422 -1.80496 -0.80137
C 2.19298 -1.82954 1.77684
O 1.01596 -2.19237 1.31770
C 2.49597 -1.59179 3.13803
Cl 1.22845 -1.60126 4.30143
C 3.78698 -1.34240 3.55915
H 5.36542 -1.35702 0.54829
H 3.99752 -1.18826 4.60920
O 1.75808 1.25808 0.06773
P 1.51525 1.86649 -1.29149
C 2.75630 1.45436 -2.52164
C 4.05055 1.16751 -2.08841
C 5.03548 0.85110 -3.01218
C 4.73439 0.83251 -4.36751
C 3.44990 1.12873 -4.80641
C 2.45758 1.43597 -3.88573
C -0.07375 1.24281 -1.97580
C -0.19203 -0.10370 -2.40316
C -1.42981 -0.58085 -2.83731
C -2.52984 0.26027 -2.87129
C -2.40764 1.59264 -2.49199
C -1.19106 2.08120 -2.04143
C 1.41252 3.64827 -1.18649
C 1.54510 4.46904 -2.30789
C 1.47559 5.84569 -2.16332
C 1.27677 6.40208 -0.90412
C 1.14724 5.58648 0.21266
C 1.21723 4.20652 0.07553
H 4.27194 1.19657 -1.02716
H 6.03754 0.61347 -2.67627
H 5.50466 0.58776 -5.08850
H 3.22008 1.11522 -5.86421
H 1.45167 1.65318 -4.22998
H 0.69419 -0.70653 -2.56006
H -1.51657 -1.60248 -3.18613
H -3.48272 -0.11943 -3.22202
H -3.26274 2.25398 -2.55627
H -1.09350 3.11884 -1.74743
H 1.71254 4.03698 -3.28816
H 1.58371 6.48586 -3.02963
H 1.23494 7.47916 -0.79432
H 0.99615 6.02591 1.19145
H 1.13602 3.55542 0.93837
C -0.28254 -5.28160 2.30419
Si -1.83194 -4.82399 1.39190
C -2.31503 -6.10949 0.13607
C -3.22943 -4.50032 2.59010
C -1.52311 -3.21106 0.41205
Te -1.34280 -1.51415 1.69828
C -3.14134 -0.58218 0.98664
Si -3.42683 1.09329 1.85159
C -2.17559 2.30081 1.16618
C -5.16594 1.65426 1.52082
C -3.12579 0.82877 3.67888
H -0.48284 -6.09088 3.01295
H 0.11391 -4.43085 2.86832
H 0.49494 -5.61976 1.61319
H -2.48327 -7.08400 0.60850
H -1.52649 -6.23398 -0.61267
H -3.23660 -5.82503 -0.38108
H -3.51274 -5.41750 3.11489
H -4.11934 -4.12450 2.07255
H -2.94417 -3.76896 3.35475
H -2.35156 -3.00919 -0.26566
H -0.58617 -3.29425 -0.13560
H -3.97338 -1.26864 1.18107
H -3.02028 -0.46637 -0.09246
H -2.53170 2.73623 0.22716
H -1.22467 1.80215 0.96522
H -1.97716 3.12060 1.86359
H -5.35391 1.74890 0.44655
H -5.35443 2.62949 1.98350
H -5.89130 0.94386 1.93114
H -2.05598 0.83199 3.90808
H -3.53731 -0.13269 4.00594
H -3.59069 1.61000 4.28475
*
```

# 2
This record from the OMol25 dataset describes a structure of composition C32H39ClN5O2PdS4. The level of theory is ωB97M-V/def2-TZVPD.

Its relative energy (zero: lowest compared OMol25 entry of this formula, charge and spin) is 0.6664 eV. The calculation puts the HOMO energy (alpha / beta) at -8.8614 / -10.4588 eV. The calculation puts the LUMO energy (alpha / beta) at -3.36 / -4.64 eV. As for the expectation value of S²: 6.04.

Structure (ORCA input):
```
! RIJCOSX wB97M-V def2-TZVPD def2/J DEFGRID3
* xyz 1 5
Pd 0.54438 0.38553 0.17371
C 0.91644 -3.55813 2.51725
C 0.89964 -2.48807 1.46763
S 0.93715 -0.88367 2.01832
C 0.84869 -2.76778 0.10931
C 0.79776 -4.16594 -0.42972
S 0.85048 -1.51658 -1.03357
H 0.93098 -3.12158 3.51397
H 1.78719 -4.20698 2.41208
H 0.02338 -4.18073 2.43564
H 0.99984 -4.90543 0.34109
H 1.51999 -4.29918 -1.23662
H -0.19020 -4.36787 -0.84728
N -0.30981 3.94386 -1.96923
C -0.34269 3.78722 -3.33406
C -0.50171 4.90077 -4.16801
C -0.58656 4.72813 -5.52749
C -0.51579 3.44787 -6.09939
C -0.36190 2.34809 -5.29491
C -0.26933 2.50831 -3.90268
S -0.15280 1.10904 -2.91276
N 0.23695 1.68564 -1.44878
C -0.05942 2.96901 -1.04174
C -0.11427 3.23045 0.34334
C -0.32539 4.50965 0.91180
C -0.48908 4.62588 2.26640
C -0.45286 3.48224 3.07301
C -0.19296 2.26846 2.47264
N 0.00287 2.14149 1.16314
H -0.55240 4.85548 -1.61609
H -0.55918 5.89015 -3.73200
H -0.70974 5.59204 -6.16538
H -0.58067 3.33221 -7.17137
H -0.30661 1.35354 -5.71854
H -0.34787 5.39605 0.29338
H -0.64505 5.60098 2.70751
H -0.60856 3.53490 4.13928
H -0.15299 1.35339 3.04888
C 6.51267 3.32876 -0.87538
C 7.65465 2.32092 -0.76195
C 7.28852 0.95669 -0.17256
C 6.43384 0.04525 -1.05321
N 5.03069 0.47179 -1.12669
C 4.06596 0.15694 -0.24156
S 2.97924 1.41631 0.19468
N 3.94633 -1.05549 0.28367
C 4.45461 -2.32715 -0.22209
C 5.39998 -3.01908 0.75340
C 4.69170 -3.45918 2.03055
C 5.61729 -4.19831 2.98504
H 6.90059 4.33613 -1.02339
H 5.89611 3.33984 0.02575
H 5.85644 3.13298 -1.72647
H 8.43685 2.75030 -0.13328
H 8.11673 2.17490 -1.74301
H 6.78208 1.08700 0.78970
H 8.21297 0.41455 0.04216
H 6.46989 -0.96485 -0.66538
H 6.82330 0.00560 -2.07309
H 4.91489 1.41853 -1.45286
H 3.22093 -1.11669 0.98508
H 4.89009 -2.16314 -1.20632
H 3.57960 -2.96453 -0.37756
H 6.22865 -2.35432 1.01344
H 5.83902 -3.88801 0.25652
H 3.84382 -4.09911 1.76199
H 4.26894 -2.58459 2.53628
H 6.02152 -5.09863 2.52107
H 5.09787 -4.49458 3.89550
H 6.45962 -3.56886 3.27545
Cl -8.05671 -1.63201 1.25931
C -6.41167 -1.26151 0.84920
C -5.43567 -1.33288 1.83121
C -4.12757 -1.02407 1.49860
C -3.79538 -0.65659 0.19881
C -4.78942 -0.60169 -0.77152
C -6.10280 -0.89977 -0.45293
C -2.37303 -0.31770 -0.17656
O -1.54303 -0.31235 0.80211
O -2.09840 -0.08526 -1.35811
H -5.70357 -1.62415 2.83675
H -3.35045 -1.06180 2.24947
H -4.51595 -0.32831 -1.78140
H -6.88298 -0.85748 -1.19928
*
```

# 3
This record from the OMol25 dataset describes a structure of composition C32H39GaN9Se at a distorted geometry. The level of theory is ωB97M-V/def2-TZVPD.

Its relative energy (zero: lowest compared OMol25 entry of this formula, charge and spin) is 0.0000 eV. The calculation puts the HOMO energy (alpha / beta) at -8.2895 / -8.2888 eV. The calculation puts the LUMO energy (alpha / beta) at -3.44 / -3.44 eV.

Structure (ORCA input):
```
! RIJCOSX wB97M-V def2-TZVPD def2/J DEFGRID3
* xyz 1 1
Ga 0.65337 -0.16499 0.35333
C 0.98999 -3.44756 0.94043
N -0.39962 -3.08813 1.11956
C -0.89301 -3.37022 2.47467
C -1.10144 -2.44204 0.14943
N -0.49549 -1.39675 -0.51767
C -0.49769 -1.21289 -1.93991
C -0.32200 -2.34517 -2.73769
C -0.46414 -2.31980 -4.14247
C -0.86573 -1.11889 -4.75256
C -0.90314 0.10330 -4.00149
C -1.05949 1.35651 -4.67926
C -1.12444 2.54138 -3.95625
C -0.88766 2.49523 -2.58897
C -0.68813 1.31826 -1.84865
N -0.39498 1.40051 -0.47013
C -0.98912 2.37611 0.27227
N -2.30227 2.72120 0.18851
C -3.23977 1.86498 -0.55707
C -2.69309 4.16743 0.20668
N -0.19236 2.96587 1.24179
C -0.67043 3.46052 2.54098
C 1.21331 3.18509 0.99730
C -0.71719 0.06666 -2.54540
N -2.32994 -2.90477 -0.15972
C -3.21663 -2.14817 -1.05535
C -2.78601 -4.29817 0.08597
H 1.15223 -4.46766 1.25446
H 1.68165 -2.79987 1.51788
H 1.29805 -3.33711 -0.08738
H -0.13825 -3.05657 3.18585
H -0.96240 -4.47810 2.62513
H -1.84508 -2.89071 2.69318
H -0.12466 -3.29777 -2.27069
H -0.34986 -3.19659 -4.75167
H -1.12648 -1.06272 -5.78196
H -1.23489 1.37367 -5.74583
H -1.34358 3.46732 -4.46476
H -0.87037 3.41488 -2.04759
H -2.93652 0.79839 -0.52600
H -3.33853 2.19241 -1.60244
H -4.17567 1.96825 -0.00988
H -1.85722 4.86263 0.03360
H -3.16572 4.36758 1.19338
H -3.42241 4.34346 -0.59091
H -0.76836 4.56192 2.55885
H 0.08593 3.19597 3.26757
H -1.61532 2.96589 2.86037
H 1.40305 3.26132 -0.05944
H 1.88572 2.43327 1.42999
H 1.48505 4.15415 1.41914
H -2.91761 -1.10912 -1.19626
H -4.23099 -2.21126 -0.66981
H -3.16288 -2.68273 -2.01325
H -1.94202 -5.03490 0.21273
H -3.41348 -4.60188 -0.78339
H -3.45687 -4.36524 0.95617
N 2.49901 -0.25962 -0.13209
C 3.30971 -0.20075 -1.17049
C 4.67269 -0.59286 -1.12844
C 5.47296 -0.37518 -2.19862
C 5.00644 0.10187 -3.42629
C 3.69176 0.46329 -3.50011
C 2.85716 0.33214 -2.44179
H 5.09996 -1.07025 -0.24472
H 6.51133 -0.62931 -2.09497
H 5.70593 0.34422 -4.22060
H 3.32491 0.83537 -4.44331
H 1.82838 0.64478 -2.59382
Se 3.30548 -0.06633 1.85332
N 1.28278 -0.01586 2.14705
C 1.01415 0.07621 3.44851
C -0.21482 0.19261 4.13872
C -0.22417 0.23121 5.54115
C 0.98166 0.18141 6.30198
C 2.22287 0.13597 5.73703
C 2.28268 0.09197 4.28864
N 3.43945 0.10943 3.67541
H -1.13703 0.22328 3.53171
H -1.16654 0.37705 6.07524
H 0.84309 0.18010 7.38059
H 3.17477 0.15488 6.25051
*
```

- The highest relative energy (zero: lowest compared OMol25 entry of this formula, charge and spin) belongs to which entry?
  C32H39Cl3O2PPdSi2Te